{"formula": "C2H4N2O2S", "method": "ωB97M-V/def2-TZVPD", "elements": ["N", "C", "S", "O", "N", "C", "O", "H", "H", "H", "H"], "xyz": [[-1.129, 1.553, 0.127], [-1.029, 0.146, 0.047], [-2.413, -0.757, -0.016], [0.126, -0.324, -0.238], [1.252, 0.623, -0.195], [2.308, -0.288, 0.490], [3.508, -0.427, -0.157], [-2.140, 1.942, 0.249], [-0.313, 1.992, 0.043], [1.672, 0.502, -1.136], [1.786, -0.706, 1.514]], "forces_ev_per_a": [[-5.6231, -4.1791, 0.8868], [-4.2456, 4.1900, -0.4972], [0.5937, -0.3866, 0.4001], [2.9187, -1.1062, -0.2507], [2.5355, -3.0764, 0.3922], [4.2578, 0.4917, -3.0617], [-8.3538, 0.7597, 5.0711], [3.1550, -0.9178, -0.3419], [3.4337, 3.0026, -0.2071], [-0.7585, 0.6364, 0.0557], [2.0865, 0.5857, -2.4473]], "lowdin_charge": [0.084, -0.991, 0.626, -0.123, 0.051, -0.069, -0.055, 0.153, 0.003, 0.133, 0.188], "smiles": "NC(=S)ONC=O", "total_energy_ev": -20045.1649, "spin_multiplicity": 1}

=====

{"formula": "C30H41Cl57F3NO3", "method": "ωB97M-V/def2-TZVPD", "elements": ["N", "C", "C", "O", "C", "C", "C", "C", "C", "O", "C", "C", "O", "C", "C", "F", "F", "F", "H", "H", "H", "H", "H", "H", "H", "H", "H", "H", "H", "H", "H", "H", "H", "H", "H", "H", "H", "H", "H", "H", "C", "Cl", "Cl", "Cl", "H", "C", "Cl", "Cl", "Cl", "H", "C", "Cl", "Cl", "Cl", "H", "C", "Cl", "Cl", "Cl", "H", "C", "Cl", "Cl", "Cl", "H", "C", "Cl", "Cl", "Cl", "H", "C", "Cl", "Cl", "Cl", "H", "C", "Cl", "Cl", "Cl", "H", "C", "Cl", "Cl", "Cl", "H", "C", "Cl", "Cl", "Cl", "H", "C", "Cl", "Cl", "Cl", "H", "C", "Cl", "Cl", "Cl", "H", "C", "Cl", "Cl", "Cl", "H", "C", "Cl", "Cl", "Cl", "H", "C", "Cl", "Cl", "Cl", "H", "C", "Cl", "Cl", "Cl", "H", "C", "Cl", "Cl", "Cl", "H", "C", "Cl", "Cl", "Cl", "H", "C", "Cl", "Cl", "Cl", "H"], "xyz": [[6.242, 1.017, -2.483], [5.426, 1.110, -1.265], [4.547, 2.356, -1.225], [3.695, 2.506, -2.341], [2.595, 1.581, -2.342], [1.344, 2.409, -2.042], [-0.030, 1.741, -2.202], [-0.455, 0.856, -1.030], [0.456, -0.334, -0.757], [-0.294, -1.415, -0.227], [2.623, 0.900, -3.715], [3.297, -0.478, -3.682], [2.542, -1.393, -4.475], [3.338, -2.499, -4.796], [3.645, -3.381, -3.593], [3.745, -4.660, -3.918], [2.701, -3.272, -2.670], [4.792, -3.049, -2.990], [6.384, 0.028, -2.652], [7.183, 1.349, -2.294], [6.080, 1.106, -0.391], [4.782, 0.237, -1.161], [3.967, 2.450, -0.305], [5.215, 3.218, -1.243], [2.756, 0.893, -1.514], [1.408, 2.681, -0.983], [1.356, 3.356, -2.577], [-0.173, 1.177, -3.120], [-0.754, 2.556, -2.239], [-0.635, 1.424, -0.127], [-1.428, 0.433, -1.299], [1.200, -0.021, -0.013], [1.005, -0.632, -1.656], [0.259, -1.894, 0.391], [3.260, 1.518, -4.344], [1.657, 0.842, -4.210], [4.322, -0.383, -4.042], [3.323, -0.831, -2.649], [2.751, -3.093, -5.489], [4.270, -2.189, -5.270], [-3.884, 3.118, 2.626], [-3.307, 4.192, 1.343], [-2.875, 1.686, 2.857], [-4.024, 4.008, 4.143], [-4.876, 2.795, 2.351], [-8.184, 4.000, 2.375], [-7.603, 5.059, 1.093], [-7.297, 2.475, 2.403], [-8.055, 4.793, 3.948], [-9.228, 3.788, 2.186], [-7.488, 3.003, -2.687], [-6.140, 3.034, -1.550], [-8.990, 3.480, -1.893], [-7.161, 4.044, -4.072], [-7.604, 1.989, -3.044], [3.285, 7.689, -2.341], [3.280, 8.669, -0.875], [1.663, 7.611, -3.037], [4.434, 8.333, -3.518], [3.595, 6.687, -2.080], [-2.783, 2.610, -5.425], [-1.117, 2.057, -5.245], [-3.640, 2.702, -3.882], [-2.832, 4.180, -6.229], [-3.296, 1.892, -6.051], [-1.831, 7.973, 0.770], [-3.532, 7.652, 0.416], [-1.282, 6.902, 2.067], [-0.855, 7.800, -0.691], [-1.732, 8.994, 1.109], [4.057, -6.258, 5.349], [2.318, -6.516, 5.154], [4.375, -4.675, 6.054], [4.770, -7.535, 6.335], [4.512, -6.293, 4.371], [-3.990, 11.423, 1.898], [-5.685, 11.079, 1.545], [-3.368, 10.381, 3.181], [-3.010, 11.243, 0.440], [-3.914, 12.448, 2.235], [-0.803, -2.627, -6.459], [-0.727, -0.927, -5.990], [0.088, -2.909, -7.958], [-0.195, -3.657, -5.161], [-1.839, -2.884, -6.628], [-7.239, 8.279, 4.243], [-7.743, 9.945, 4.550], [-5.978, 8.224, 3.014], [-6.693, 7.509, 5.735], [-8.096, 7.730, 3.875], [10.010, 1.619, -3.347], [9.541, 1.704, -1.642], [9.076, 2.766, -4.304], [11.739, 1.912, -3.528], [9.795, 0.622, -3.706], [-0.773, -6.571, 7.742], [-2.505, -6.784, 7.499], [-0.443, -4.976, 8.417], [-0.126, -7.849, 8.777], [-0.291, -6.632, 6.775], [-3.241, -5.683, 3.343], [-3.194, -3.978, 2.894], [-1.638, -6.238, 3.841], [-4.427, -5.962, 4.618], [-3.539, -6.255, 2.475], [-4.378, -5.143, -6.803], [-4.549, -3.385, -6.864], [-2.722, -5.630, -7.172], [-4.868, -5.759, -5.225], [-5.032, -5.570, -7.552], [6.601, 3.408, 2.372], [6.187, 2.214, 3.602], [7.715, 2.726, 1.186], [5.154, 4.004, 1.560], [7.089, 4.242, 2.858], [5.717, -8.564, 9.847], [3.986, -8.799, 9.603], [6.040, -6.974, 10.538], [6.383, -9.837, 10.874], [6.206, -8.619, 8.883], [-0.732, -8.597, -4.945], [-0.598, -6.840, -4.897], [0.482, -9.287, -6.026], [-0.585, -9.282, -3.324], [-1.710, -8.851, -5.330], [-4.966, -10.107, 3.173], [-3.584, -10.552, 4.173], [-6.339, -9.639, 4.176], [-4.534, -8.804, 2.060], [-5.253, -10.969, 2.586], [-1.592, -1.756, 6.217], [-0.460, -2.941, 5.569], [-0.797, -0.747, 7.429], [-2.335, -0.751, 4.967], [-2.388, -2.304, 6.704]], "forces_ev_per_a": [[-0.0794, -0.4734, 0.0313], [-0.1194, 0.0611, 0.3040], [0.5314, 0.5457, -0.4822], [0.1906, -0.2682, 0.3228], [-0.1132, 1.0331, -0.6483], [-0.4308, -0.4141, 0.4170], [-0.0289, 0.2473, 0.7390], [-0.4449, -0.7049, -0.6881], [0.3794, 0.5187, 0.4866], [-0.2247, 0.0214, -0.0510], [0.5666, -0.2328, 0.0961], [-0.8045, 0.6589, 0.2416], [0.8517, 0.0431, 0.0636], [-0.6987, -0.0466, -0.3914], [-0.0522, 0.5403, 0.0054], [0.0798, -0.8230, -0.4498], [-0.7536, -0.0582, 0.5246], [0.7726, 0.2756, 0.1967], [-0.0556, -0.0448, -0.2563], [-0.2924, 0.2801, -0.0023], [-0.2322, 0.0839, 0.2931], [0.0879, -0.1942, -0.1995], [0.0078, -0.3875, 0.1887], [-0.0331, 0.1447, -0.0777], [-0.1208, -0.4021, -0.1473], [0.0954, 0.2014, 0.0276], [0.2606, -0.0551, -0.3848], [0.3746, -0.0319, 0.0165], [-0.0969, -0.0186, -0.1582], [0.1557, 0.2382, 0.2921], [-0.0457, -0.0427, 0.0404], [0.1657, -0.0712, -0.0927], [-0.1660, -0.1354, -0.1587], [0.0303, -0.1282, 0.0161], [-0.2146, 0.3085, -0.0570], [-0.1917, -0.2295, 0.1945], [0.0740, -0.2006, -0.1060], [0.1024, -0.1966, 0.0637], [0.0301, -0.1974, -0.1425], [0.1697, -0.1187, -0.0105], [0.0253, 0.1753, 0.0845], [0.0046, -0.3758, 0.0578], [0.0187, 0.2055, -0.2975], [-0.0478, 0.0567, 0.0312], [0.0683, -0.0583, -0.0237], [0.0854, 0.2209, 0.0575], [0.0260, -0.0128, 0.1054], [-0.2218, -0.1336, -0.1059], [-0.0468, 0.0070, -0.0078], [0.0109, -0.0781, 0.0085], [0.0534, 0.0959, -0.0202], [0.0145, -0.0305, 0.0436], [-0.0477, -0.0529, -0.0220], [-0.0208, -0.0383, 0.0034], [-0.0011, -0.0025, -0.0030], [-0.0699, 0.1848, -0.0826], [0.0143, -0.0408, 0.0386], [0.0912, -0.0738, -0.0328], [-0.0223, -0.0631, 0.0436], [-0.0139, -0.0645, -0.0084], [-0.0641, 0.0965, -0.0363], [-0.1933, 0.3852, -0.1540], [0.2014, -0.1406, -0.0597], [0.0088, -0.0208, -0.0621], [-0.0237, 0.0096, 0.0050], [-0.0369, -0.2238, 0.0252], [-0.0334, 0.0980, -0.0200], [0.1427, 0.1961, -0.1083], [0.0267, -0.0320, 0.1559], [-0.0758, 0.0004, 0.0484], [-0.0566, 0.0982, 0.2179], [0.0115, -0.0144, -0.0509], [-0.0051, -0.0261, -0.0444], [-0.0141, -0.0307, -0.0780], [0.0081, -0.0067, -0.0818], [-0.1045, -0.1247, -0.0437], [0.1750, 0.3002, -0.0654], [0.0550, 0.0823, 0.0133], [0.0394, 0.1789, -0.0848], [-0.0042, 0.0075, -0.0175], [0.1624, 0.0903, 0.0986], [-0.0940, -0.2480, -0.0983], [-0.0242, -0.0255, 0.0275], [0.0196, 0.1172, 0.0178], [-0.0234, -0.0254, -0.0309], [0.1288, 0.0151, -0.0501], [-0.0248, -0.0143, -0.0032], [-0.1775, -0.4060, 0.1717], [-0.0249, 0.0059, 0.0121], [-0.0042, -0.0126, 0.0120], [0.0508, 0.1820, -0.0876], [0.1620, -0.0296, 0.0434], [-0.0023, -0.0654, 0.0292], [-0.0309, -0.0551, 0.0184], [-0.0011, -0.0098, 0.0251], [-0.0941, 0.0288, 0.0874], [-0.0052, -0.0486, -0.0010], [0.0798, -0.0615, 0.1030], [0.0377, 0.0703, -0.0866], [0.0301, -0.0259, 0.0209], [0.0039, 0.1952, 0.1503], [0.0032, -0.0527, -0.0043], [0.0140, -0.0700, -0.0467], [-0.0159, -0.0212, -0.1005], [0.0144, -0.0240, 0.0048], [0.0763, -0.0466, 0.0746], [0.0009, -0.0127, -0.0293], [-0.1741, 0.0991, -0.1255], [-0.0023, 0.0000, -0.0363], [-0.0090, 0.0198, -0.0051], [-0.1256, -0.0933, -0.0368], [0.0211, 0.0499, -0.0209], [0.1605, 0.0610, 0.0568], [0.0463, 0.1694, 0.2664], [0.0178, -0.0033, -0.0107], [-0.0798, 0.0206, 0.1268], [0.0153, -0.0182, 0.0102], [0.0112, -0.0104, -0.0549], [0.0137, 0.0034, -0.0523], [0.0119, 0.0036, 0.0038], [0.1049, 0.0664, 0.0709], [0.0722, -0.2156, 0.0687], [-0.0480, -0.0029, -0.0071], [-0.0392, -0.0124, -0.0255], [0.0009, -0.0054, -0.0002], [0.0455, 0.0919, 0.1982], [-0.0251, -0.0016, -0.0389], [0.0059, -0.0242, -0.0419], [-0.0209, -0.0683, -0.1147], [0.0042, 0.0137, -0.0248], [-0.0743, -0.0362, 0.0941], [-0.0416, 0.1525, -0.2590], [-0.0240, -0.0080, 0.0112], [0.1557, -0.1880, 0.0650], [0.0115, 0.0059, 0.0381]], "lowdin_charge": [0.025, -0.248, -0.254, -0.125, -0.334, -0.118, -0.233, -0.173, -0.263, -0.057, -0.063, -0.197, -0.128, -0.115, -0.647, 0.158, 0.158, 0.134, 0.062, -0.029, 0.068, 0.101, 0.080, 0.101, 0.113, 0.121, 0.118, 0.032, 0.091, 0.106, 0.116, 0.119, 0.111, 0.079, 0.127, 0.096, 0.118, 0.105, 0.115, 0.142, -1.551, 0.504, 0.514, 0.526, -0.088, -1.508, 0.520, 0.575, 0.542, 0.015, -1.542, 0.493, 0.515, 0.524, 0.014, -1.544, 0.518, 0.502, 0.522, 0.008, -1.511, 0.556, 0.517, 0.534, 0.013, -1.562, 0.491, 0.515, 0.516, -0.063, -1.540, 0.524, 0.536, 0.526, 0.011, -1.507, 0.510, 0.532, 0.554, 0.013, -1.539, 0.524, 0.532, 0.534, -0.068, -1.551, 0.524, 0.475, 0.515, -0.018, -1.542, 0.529, 0.544, 0.534, 0.015, -1.559, 0.510, 0.516, 0.525, -0.034, -1.551, 0.531, 0.507, 0.507, -0.038, -1.522, 0.548, 0.527, 0.535, 0.012, -1.522, 0.535, 0.529, 0.577, 0.013, -1.571, 0.504, 0.524, 0.525, -0.009, -1.548, 0.474, 0.524, 0.523, 0.010, -1.542, 0.531, 0.526, 0.539, 0.011, -1.547, 0.496, 0.526, 0.498, 0.012], "total_energy_ev": -761336.2450, "spin_multiplicity": 1}

=====

{"formula": "C3H9N", "method": "ωB97M-V/def2-TZVPD", "elements": ["C", "C", "C", "H", "H", "H", "H", "H", "H", "N", "H", "H", "H"], "xyz": [[1.978, 0.080, -0.981], [1.002, -0.411, -0.117], [1.124, -0.321, 1.367], [1.676, -0.008, -2.004], [3.033, 0.198, -0.705], [0.132, -0.827, -0.543], [0.872, 0.675, 1.709], [2.238, -0.466, 1.631], [0.454, -1.028, 1.813], [-3.324, 0.759, -0.566], [-2.358, 1.186, -0.412], [-3.316, 0.078, -1.413], [-3.511, 0.084, 0.220]], "forces_ev_per_a": [[-2.3078, -2.3693, 1.9175], [3.5984, 2.1723, -1.3233], [2.0120, -0.1683, -0.2975], [0.4929, 0.1960, -0.6491], [-0.6502, 0.5753, 0.0002], [-1.1403, -0.0830, -0.4249], [-0.2136, 0.1910, 0.0929], [-1.8138, -0.0513, -0.0133], [0.0018, -0.4589, 0.6973], [0.9119, -1.8586, -0.4417], [-1.7396, -1.1589, -0.4720], [0.4185, 1.8487, 1.7145], [0.4300, 1.1651, -0.8007]], "lowdin_charge": [-0.005, -0.235, -0.131, 0.027, 0.056, 0.061, 0.066, 0.105, 0.054, -0.058, 0.019, 0.035, 0.006], "smiles": "C=CC.N", "total_energy_ev": -4745.6517, "spin_multiplicity": 1}

=====

{"formula": "C18H30NO5P2STb", "method": "ωB97M-V/def2-TZVPD", "elements": ["Tb", "P", "C", "C", "N", "C", "C", "C", "C", "C", "P", "H", "H", "H", "H", "H", "H", "H", "H", "O", "H", "H", "O", "H", "C", "H", "H", "H", "C", "H", "H", "H", "C", "H", "H", "H", "C", "H", "H", "H", "C", "C", "C", "C", "C", "C", "C", "S", "O", "O", "O", "H", "H", "H", "H", "H", "H", "H"], "xyz": [[0.087, 0.268, 0.146], [-2.330, -0.161, -1.159], [-2.081, 0.628, -2.827], [-0.679, 1.007, -3.213], [0.342, 0.871, -2.343], [1.588, 1.041, -2.855], [1.820, 1.653, -4.081], [0.754, 1.889, -4.942], [-0.511, 1.534, -4.485], [2.750, 0.686, -1.974], [2.567, -0.839, -0.888], [-1.417, 1.705, -5.057], [2.851, 1.936, -4.318], [0.900, 2.367, -5.914], [3.636, 0.580, -2.608], [2.954, 1.530, -1.299], [-2.449, 0.010, -3.542], [-2.696, 1.549, -2.870], [-0.680, -4.670, -5.731], [-0.226, -3.820, -5.688], [-0.902, -3.120, -5.437], [-0.925, -4.073, -2.298], [-0.746, -3.127, -0.910], [-0.903, -4.107, -1.081], [2.603, -2.102, -2.205], [2.899, -1.616, -3.150], [3.336, -2.889, -1.968], [1.606, -2.564, -2.303], [4.278, -0.919, -0.227], [4.364, -1.835, 0.371], [5.038, -0.939, -1.018], [4.491, -0.064, 0.424], [-3.547, 1.098, -0.526], [-4.488, 1.127, -1.093], [-3.813, 0.909, 0.524], [-3.136, 2.115, -0.572], [-3.567, -1.416, -1.703], [-4.022, -1.882, -0.813], [-4.392, -1.060, -2.349], [-2.997, -2.206, -2.209], [0.918, 1.622, 7.916], [0.465, 1.350, 6.518], [0.297, 0.017, 6.123], [-0.222, -0.267, 4.863], [-0.588, 0.795, 4.034], [-0.342, 2.128, 4.367], [0.185, 2.384, 5.622], [-1.429, 0.403, 2.578], [-0.890, -0.858, 1.989], [-2.934, 0.466, 2.756], [-0.895, 1.539, 1.676], [0.148, 1.243, 8.600], [1.842, 1.070, 8.119], [1.087, 2.681, 8.146], [0.577, -0.788, 6.809], [-0.378, -1.279, 4.485], [-0.563, 2.974, 3.711], [0.366, 3.427, 5.879]], "forces_ev_per_a": [[-0.4045, -0.5407, 0.3604], [-2.8895, 1.1458, -1.3575], [1.3277, 2.5288, 2.3603], [-0.2546, 0.4558, 0.0681], [0.0696, -1.0688, -0.3987], [0.0648, 0.8211, 0.4145], [0.3715, -0.3994, 0.0360], [-0.2617, 0.2948, 0.2768], [0.1760, 0.0692, -0.1798], [0.0717, 0.3767, 0.5248], [1.2564, 0.5396, -1.0464], [0.2600, -0.0961, -0.2279], [-0.4629, -0.2912, -0.1708], [-0.0623, -0.2104, 0.3628], [0.0053, -0.1093, 0.2549], [0.1159, 0.0140, -0.0584], [-1.1442, -2.0322, -2.2110], [0.1834, -0.4963, 0.1067], [-0.1732, 0.2057, -0.0935], [-0.9770, 1.4179, 0.8457], [1.0986, -1.6228, -0.6945], [0.6105, 3.0554, 2.2253], [-0.5279, -2.8385, -4.5055], [0.0618, -0.0288, 2.2463], [-0.4696, -0.5305, -0.1543], [-0.1561, -0.3039, 0.3372], [-0.3193, 0.2798, -0.0061], [0.4769, 0.1303, -0.1359], [-0.1275, 0.0220, 0.4568], [0.0582, 0.1827, -0.0853], [-0.3770, -0.0440, 0.0106], [-0.0884, -0.1594, -0.0500], [0.0742, 0.3745, 0.8132], [0.4075, -0.3564, -0.1614], [0.1841, -0.0378, -0.2466], [0.1318, -0.2208, 0.0955], [0.3968, -1.2421, 0.6150], [0.1942, 0.1789, -0.2786], [0.7427, 0.3257, 0.3435], [-0.3196, 0.0893, 0.0149], [0.1371, -0.0142, 0.3738], [0.0225, 0.0103, 0.0462], [-0.0343, -0.0668, -0.4284], [-0.1476, 0.1120, 0.2031], [0.3237, -0.5252, 0.4143], [-0.1846, 0.1087, 0.1520], [0.0078, 0.1000, -0.1950], [-4.6683, 2.0186, 1.4265], [0.3824, 0.3139, -0.9143], [4.9862, -0.4981, -0.8808], [0.0149, -1.0017, -1.1592], [0.2225, 0.1069, -0.0116], [-0.1506, 0.1141, 0.0732], [-0.0881, -0.2642, -0.2360], [-0.1539, 0.2842, -0.2948], [0.0672, 0.1689, 0.4120], [-0.0605, -0.5412, 0.1213], [-0.0009, -0.3045, 0.1911]], "lowdin_charge": [1.598, 0.845, -0.272, -0.304, -0.013, -0.335, 0.006, 0.016, 0.002, -0.319, 0.793, 0.136, 0.139, 0.139, 0.104, 0.100, 0.056, 0.121, 0.036, -0.087, 0.054, 0.366, -0.226, -0.063, -0.239, 0.066, 0.068, 0.022, -0.255, 0.058, 0.070, 0.054, -0.249, 0.069, 0.035, 0.058, -0.244, 0.069, 0.080, 0.021, -0.035, -0.247, -0.007, -0.038, -0.326, -0.039, -0.011, 0.590, -0.460, -0.271, -0.528, 0.101, 0.094, 0.090, 0.134, 0.122, 0.127, 0.128], "total_energy_ev": -82711.1831, "charge": 2, "spin_multiplicity": 7}